1.
Entry from the Open Molecules 2025 dataset: a structure of composition C6H4KO2 (the ωB97M-V functional and the def2-TZVPD basis).

Results
charge = +1
total energy = -981.17973 hartree
relative energy (zero: lowest compared OMol25 entry of this formula, charge and spin) = 0.000 eV

Structure (XYZ):
```
13
Properties=species:S:1:pos:R:3:forces:R:3:mulliken_charge:R:1
K 3.32026 -4.97065 -2.25428 -0.11 0.05 -0.01 1.00
C -1.53932 0.89645 0.58997 1.10 1.16 1.28 -0.25
C -1.44349 -0.13506 -0.22382 -2.24 0.44 -1.16 -0.32
C -0.23770 -0.76812 -0.70037 1.10 -1.68 -1.51 0.63
O -0.22257 -1.79139 -1.41654 0.05 1.94 1.47 -0.61
C 0.99757 -0.06475 -0.26306 -0.59 -3.47 -0.92 -0.29
C 0.88696 0.87145 0.60363 2.15 3.84 2.74 -0.29
C -0.28953 1.55660 1.14082 -2.77 -1.24 -1.48 0.29
O -0.36520 2.55802 1.79741 0.92 0.07 0.29 -0.49
H -2.46224 1.41107 0.81309 -0.21 -0.13 -0.08 0.40
H -2.36222 -0.28302 -0.77195 -0.10 -1.06 -0.07 0.32
H 1.93341 -0.60094 -0.31868 0.25 0.22 -0.77 0.27
H 1.78402 1.32037 1.00382 0.44 -0.13 0.20 0.34
```
Positions in Å, forces in eV/Å.

---

2.
Entry from the Open Molecules 2025 dataset: a structure of composition C10H18Br6Cl6O2Sr3 (the ωB97M-V functional and the def2-TZVPD basis).

Results
charge = +4
total energy = -18838.24949 hartree

Structure (XYZ):
```
45
Properties=species:S:1:pos:R:3:forces:R:3:mulliken_charge:R:1
Sr 2.55813 -15.65295 7.52457 -1.54 -1.68 0.23 1.55
Sr 0.19963 -12.81304 9.02225 -2.68 -0.42 0.34 1.32
Sr 1.60861 -13.57412 12.82144 -2.14 -0.22 0.81 1.58
O -0.48944 -13.59529 11.32318 1.73 -0.92 -0.82 -0.66
C -0.75060 -15.03616 11.24675 0.26 0.23 -1.65 0.17
C -0.82547 -15.69366 9.75638 0.71 0.16 0.68 -0.24
O 0.30400 -15.41992 8.90385 1.84 1.74 -0.33 -0.62
H -1.64539 -15.37487 11.76901 -0.35 0.54 0.02 0.11
H 0.03942 -15.51599 11.82444 0.58 -0.77 -0.02 0.43
H -1.76513 -15.48131 9.24643 -0.20 1.09 -0.01 -0.26
H -0.94726 -16.77681 9.76100 0.37 -0.25 0.93 0.04
Br 2.11093 -18.62944 6.99490 0.55 0.54 -0.37 -0.21
C 1.00353 -20.06732 7.74409 -0.96 -1.29 0.66 -0.44
C 0.54606 -19.73749 9.13373 -0.84 0.73 0.39 -0.33
Br -0.65736 -21.18010 9.79248 1.11 0.77 -0.37 0.00
H 1.61607 -20.96838 7.77543 0.39 0.30 -0.31 0.49
H 0.18910 -20.23356 7.03899 0.16 0.34 -0.04 0.37
H -0.08418 -18.84932 9.17890 -0.19 -0.07 -0.43 -0.12
H 1.39204 -19.45765 9.76150 0.02 -0.93 0.39 0.46
Br -0.93986 -13.75818 14.77814 -0.05 0.28 -0.31 -0.27
C -2.52119 -12.77388 13.94990 0.21 0.06 -1.52 -0.06
C -2.71258 -11.45496 14.56799 -0.15 1.03 1.77 -0.72
Br -4.25785 -10.51079 13.84106 0.52 0.04 0.24 -0.09
H -3.38807 -13.43163 14.01308 0.38 -0.17 0.26 0.39
H -2.21677 -12.57834 12.92170 -0.01 -0.75 -0.13 0.07
H -1.88063 -10.76150 14.44521 0.04 -0.26 -0.10 0.39
H -2.88552 -11.57675 15.63727 -0.15 0.28 -0.01 0.42
Br -1.65940 -13.41646 6.44051 -0.36 0.54 0.08 -0.24
C -3.57024 -12.87622 6.73075 -0.94 -0.17 2.00 -0.48
C -3.96778 -13.17982 8.22865 1.32 0.10 -1.69 -0.11
Br -2.94576 -11.94859 9.51360 -0.64 -0.95 -0.84 -0.15
H -4.15002 -13.55346 6.10359 0.26 -0.10 -0.12 0.41
H -3.77990 -11.84388 6.45071 0.68 -0.06 -0.16 0.45
H -3.68730 -14.21805 8.40616 0.16 0.28 0.56 -0.34
H -5.04286 -13.11322 8.39564 0.16 0.63 0.15 0.59
C -2.58594 -16.87823 6.49607 -1.60 0.09 -0.06 0.84
Cl -4.07481 -16.74094 7.43416 -0.34 0.33 0.99 -0.08
Cl -3.10374 -16.25079 4.89999 1.07 -0.69 -0.04 -0.08
Cl -2.14390 -18.59292 6.66097 0.58 0.70 -0.66 -0.11
H -1.88157 -16.17120 6.93435 0.32 -0.56 -0.26 -0.46
C -4.79345 -14.50966 11.80061 -0.68 -0.51 0.00 0.92
Cl -5.54420 -15.17526 10.30595 0.27 0.53 0.28 -0.13
Cl -5.03999 -15.70389 13.04749 0.24 -0.44 0.55 -0.08
Cl -5.50409 -12.99243 12.34882 0.12 -0.48 -0.83 -0.02
H -3.71688 -14.42164 11.65447 -0.27 0.33 -0.24 -0.70
```
Positions in Å, forces in eV/Å.

---

3.
Entry from the Open Molecules 2025 dataset: a cluster of 5 separate species, C38H75N9O8PS in total (the ωB97M-V functional and the def2-TZVPD basis).

Results
charge = +1
total energy = -3326.45748 hartree
relative energy (zero: lowest compared OMol25 entry of this formula, charge and spin) = 9.719 eV

Structure (XYZ):
```
132
Properties=species:S:1:pos:R:3:forces:R:3:mulliken_charge:R:1
C -0.46373 -4.96522 1.25475 0.98 6.86 1.40 -0.86
C -0.05046 -3.72992 1.46999 -1.40 -5.46 -0.42 -0.80
C 0.42578 -2.22022 1.86537 -2.69 -1.36 -0.80 0.11
N 1.77767 -1.86784 1.31836 0.30 0.10 -0.77 -0.03
C 1.99005 -2.26775 -0.13331 1.09 0.53 -2.45 -0.47
C 0.98206 -1.54994 -1.16934 -0.36 0.05 0.03 -0.11
C -0.23997 -2.46142 -1.69091 -0.43 0.15 -0.65 -0.44
C 0.17989 -3.83834 -2.41742 -1.16 -0.40 -0.38 -0.67
C 0.42713 -3.72657 -4.01206 0.42 -1.58 0.25 -0.61
C 2.00508 -3.94968 -4.29956 0.45 0.01 -1.17 -0.45
C 2.47454 -3.09353 -5.60214 0.51 -1.24 0.75 -0.75
S 2.31315 -1.29089 -5.13838 1.68 -0.03 -0.11 -0.09
C 3.96414 -0.68638 -4.58068 -0.26 2.13 0.87 0.48
N 4.01220 0.67398 -4.07889 2.42 -6.37 -1.87 -0.42
N 5.36598 0.81136 -3.79479 2.46 -5.08 -0.86 -0.24
C 6.10277 -0.39969 -4.09355 -3.87 3.90 0.80 -0.05
O 5.18716 -1.41937 -4.59690 -0.95 4.43 1.12 -0.26
C 2.92114 -2.33167 2.16815 1.47 -0.61 1.63 0.10
C 3.21127 -3.91507 2.18396 -0.37 -1.26 0.43 -0.54
O 4.61351 -4.26664 1.90038 -1.41 1.34 1.47 -0.45
C 5.45970 -4.01255 3.05425 2.18 -0.87 0.64 0.04
C 5.33806 -5.16707 4.21825 -1.58 0.43 -0.15 -0.89
C 2.67063 -1.81624 3.67064 2.64 1.37 0.05 -0.04
C 3.15111 -0.24612 3.72436 0.06 -0.52 0.34 -0.92
N 3.32294 0.20280 5.15710 0.09 1.14 -1.31 -0.40
C 4.02676 1.55533 5.18077 0.67 0.41 -0.25 -0.70
O 1.40561 -2.09349 4.27568 -0.13 -0.12 -1.83 -0.33
C 0.22766 -1.89874 3.45517 -0.85 -0.62 -0.12 0.97
N -0.76679 -2.90453 3.93924 -0.90 0.75 1.38 0.70
C -0.41626 -3.57955 5.21616 -0.74 -1.73 1.30 -0.92
C -2.17039 -2.56002 3.77270 -3.39 0.21 -3.72 0.34
C -3.26160 -2.36965 4.98311 1.77 -0.38 1.02 -1.11
O -2.69369 -2.44745 2.59116 3.17 -0.18 4.83 -0.53
P -0.27714 -0.05171 3.77763 0.24 0.83 -0.42 0.05
C -1.06759 0.10791 5.53257 -0.15 0.48 0.09 -1.18
C -1.61828 0.53924 2.58071 -1.57 1.16 0.64 -0.16
C -1.70555 2.17291 2.76557 -0.37 -0.11 -1.17 -0.85
H -1.18803 -5.86432 1.15909 1.94 1.94 0.07 0.39
H -0.33418 -1.53815 1.29710 1.30 -1.30 1.04 -0.13
H 1.82216 -0.81678 1.31080 -0.11 -1.01 0.17 0.65
H 2.03134 -3.40144 -0.30245 -0.37 1.75 0.77 0.34
H 3.05826 -1.87299 -0.39705 -1.84 -0.72 0.71 0.34
H 0.56219 -0.56478 -0.70359 0.73 -1.64 -0.74 0.25
H 1.59582 -1.22171 -2.09175 -0.88 -0.59 1.51 -0.04
H -0.80171 -1.82485 -2.49432 1.00 -1.07 1.47 0.50
H -1.03651 -2.70815 -0.89042 1.55 0.55 -1.01 0.12
H -0.72087 -4.56943 -2.27903 1.64 1.33 -0.07 0.36
H 1.09191 -4.37618 -1.96944 -1.37 0.93 -0.43 0.24
H -0.02717 -2.79255 -4.50220 0.90 -1.20 0.93 0.39
H -0.11523 -4.64062 -4.49734 0.90 1.74 0.76 0.28
H 2.24733 -5.06806 -4.53675 -0.64 1.91 0.54 0.34
H 2.66155 -3.66501 -3.39412 -1.08 -0.25 -1.42 0.18
H 3.56312 -3.29389 -5.91038 -1.65 0.27 0.56 0.40
H 1.80821 -3.39383 -6.49876 0.97 1.06 1.44 0.37
H 7.23299 -0.47286 -3.93622 -2.13 -0.47 -0.50 0.38
H 3.89414 -1.81503 1.78424 -1.87 -0.88 0.57 0.73
H 2.91955 -4.29415 3.25119 0.52 0.63 -1.87 0.19
H 2.58541 -4.54592 1.45445 0.91 1.26 1.00 0.09
H 6.55915 -4.10295 2.67186 -2.11 0.33 0.40 0.39
H 5.36786 -2.94337 3.47438 -0.14 -1.60 -0.64 0.06
H 4.95156 -4.71090 5.22147 0.99 -0.83 -1.72 0.25
H 4.48795 -5.89506 3.88450 1.69 1.12 0.53 0.27
H 6.30944 -5.75837 4.36693 -1.53 1.06 -0.23 0.30
H 3.47433 -2.36014 4.32402 -1.72 0.92 -1.08 0.05
H 2.46494 0.44417 3.10859 0.86 -0.95 0.81 0.13
H 4.20841 -0.21138 3.25893 -1.63 -0.18 0.71 0.58
H 2.41074 0.38521 5.60637 0.49 -0.51 -0.59 0.28
H 4.80174 1.60764 6.05118 -1.68 -0.02 -1.42 0.28
H 4.64463 1.71413 4.21185 -1.06 -0.36 1.57 0.28
H 3.25501 2.41382 5.22054 1.38 -1.21 0.12 0.25
H -0.22687 -2.89312 6.11916 -0.04 -0.91 -1.48 0.27
H -1.33641 -4.23701 5.51156 1.62 1.21 -0.62 0.38
H 0.45348 -4.34962 5.10381 -1.50 1.71 0.01 0.22
H -3.91476 -3.32237 5.10297 1.14 1.75 -0.39 0.32
H -2.65351 -2.20594 5.96466 -1.29 -0.46 -1.57 0.34
H -3.90112 -1.42345 4.84934 1.02 -1.68 -0.32 0.28
H -2.20168 0.32239 5.44551 1.85 -0.63 0.23 0.30
H -0.81989 -0.77931 6.21667 -0.51 1.35 -1.09 0.29
H -0.58223 1.05774 5.98337 -0.77 -1.63 -0.74 0.41
H -1.41008 0.35161 1.46667 -0.26 0.00 1.76 0.25
H -2.67544 0.14986 2.88765 1.96 0.41 -0.94 0.18
H -2.32647 2.48145 3.68839 1.29 -0.56 -1.33 0.30
H -0.65850 2.66045 2.73268 -1.68 -0.78 0.35 0.32
H -2.28992 2.55076 1.82724 1.00 -0.68 1.78 0.11
C 5.95221 3.86308 -7.07121 0.29 0.31 0.27 0.11
O 6.11364 4.46109 -8.12024 0.06 -0.06 0.45 -0.59
N 6.50159 4.21263 -5.86909 -0.40 -0.33 -0.59 0.14
C 6.26186 3.44837 -4.66149 0.08 0.41 -0.37 -0.63
C 7.35119 5.38516 -5.80071 -0.07 0.03 -0.36 -0.98
H 5.32474 2.95879 -7.01321 0.00 -0.04 0.13 0.26
H 5.79081 4.09758 -3.91815 0.02 -0.18 0.14 0.33
H 7.21798 3.08421 -4.27584 -0.14 -0.11 0.16 0.32
H 5.60983 2.59972 -4.85834 0.20 0.40 -0.10 0.11
H 6.77968 6.25988 -6.12213 0.21 0.04 0.03 0.29
H 8.19901 5.25228 -6.47794 -0.01 0.20 0.08 0.30
H 7.71418 5.53708 -4.78277 -0.11 -0.11 -0.11 0.38
C -4.18760 2.84061 -0.71424 -0.74 0.43 -0.25 -0.16
O -3.62542 2.11750 0.09626 -0.13 0.02 0.17 -0.69
N -5.43896 3.36512 -0.56756 1.07 -0.32 -0.20 0.24
C -6.03942 4.21599 -1.57487 0.02 -0.07 0.03 -0.85
C -6.19189 3.06100 0.63475 0.30 -0.28 0.08 -1.00
H -3.70442 3.13276 -1.65992 -0.14 0.06 -0.01 0.56
H -6.26716 5.18796 -1.12866 -0.10 0.02 -0.16 0.34
H -6.96338 3.75011 -1.92824 -0.03 0.17 -0.06 0.34
H -5.36406 4.35963 -2.42112 -0.02 -0.07 0.18 0.25
H -5.62921 3.40861 1.50537 -0.18 -0.07 0.06 0.30
H -6.32192 1.97917 0.71038 -0.09 0.19 0.22 0.27
H -7.16838 3.54756 0.61008 0.16 -0.04 -0.08 0.37
C -2.57003 5.58124 -3.82476 0.28 0.39 0.42 0.07
O -3.41512 4.73156 -3.59576 0.22 0.21 0.19 -0.54
N -1.98545 6.38592 -2.88842 -0.33 -0.53 -0.84 0.12
C -0.98609 7.37516 -3.23824 -0.09 -0.04 0.20 -0.94
C -2.37765 6.24601 -1.49969 -0.20 -0.24 -0.09 -0.81
H -2.20225 5.76819 -4.84616 0.04 0.06 0.05 0.24
H -0.05996 7.14966 -2.70305 0.04 0.17 -0.11 0.33
H -1.34648 8.36431 -2.94392 0.19 0.03 -0.09 0.34
H -0.78889 7.37114 -4.31195 -0.08 -0.06 0.13 0.30
H -2.17103 5.22385 -1.17119 -0.08 0.11 0.15 0.25
H -3.45129 6.43259 -1.41095 0.08 -0.04 0.17 0.25
H -1.82915 6.95121 -0.87312 -0.04 -0.07 -0.17 0.37
C -8.81640 0.62863 0.39143 -0.03 -0.55 -0.16 0.16
O -8.19202 0.60430 1.43802 -0.17 -0.24 -0.34 -0.61
N -9.05108 -0.45013 -0.41402 0.04 0.91 0.38 0.11
C -9.80438 -0.34201 -1.64686 0.11 -0.19 0.12 -0.94
C -8.52920 -1.74461 -0.02236 0.13 0.12 0.27 -0.93
H -9.25534 1.56198 0.00302 -0.05 -0.03 -0.11 0.29
H -10.67936 -0.99459 -1.58740 -0.02 0.09 -0.19 0.35
H -9.17020 -0.65636 -2.48002 -0.18 0.05 -0.10 0.34
H -10.13470 0.68471 -1.81622 0.07 -0.10 0.09 0.30
H -8.94288 -2.01658 0.95221 0.13 -0.12 -0.07 0.29
H -7.44132 -1.68001 0.06420 -0.08 -0.17 0.06 0.28
H -8.79483 -2.50436 -0.75934 -0.02 0.19 0.05 0.38
```
Positions in Å, forces in eV/Å.

---

4.
Entry from the Open Molecules 2025 dataset: a cluster of 2 separate species, CH5FS in total (the ωB97M-V functional and the def2-TZVPD basis).

Results
charge = 0
total energy = -539.13220 hartree
SMILES string = CS.F
relative energy (zero: lowest compared OMol25 entry of this formula, charge and spin) = 0.074 eV

Structure (XYZ):
```
8
Properties=species:S:1:pos:R:3:forces:R:3:mulliken_charge:R:1
C 0.83323 0.51974 -0.09660 0.02 0.10 0.03 -0.75
H 0.03544 0.96452 0.50323 0.13 -0.08 -0.04 0.24
H 1.80756 0.79776 0.31275 -0.19 -0.03 -0.07 0.30
H 0.75980 0.91322 -1.11294 0.04 -0.07 0.11 0.26
H 0.76638 -1.55182 1.08397 -0.02 0.04 -0.06 0.11
H -2.38019 0.25922 -0.37136 -0.04 -0.34 0.07 0.38
F -2.47244 -0.62301 -0.09492 -0.15 0.38 -0.06 -0.37
S 0.65022 -1.27963 -0.22413 0.22 0.00 0.02 -0.17
```
Positions in Å, forces in eV/Å.

---

5.
Entry from the Open Molecules 2025 dataset: a cluster of 3 separate species, C17H30BO10 in total (the ωB97M-V functional and the def2-TZVPD basis).

Results
charge = -1
total energy = -1443.02014 hartree

Structure (XYZ):
```
58
Properties=species:S:1:pos:R:3:forces:R:3:mulliken_charge:R:1
C -3.12783 -1.34366 1.51497 -0.47 0.12 0.80 0.36
C -1.98681 -1.60691 1.76286 0.09 -0.37 -0.05 -0.92
C -0.62465 -2.01508 2.07837 0.20 0.73 -0.31 -0.91
C 0.43475 -1.47711 1.08161 -0.03 -0.63 -0.05 0.07
C -0.04657 -1.33651 -0.36999 0.70 0.30 0.59 -0.98
C -0.57595 0.06000 -0.74638 -0.42 -0.70 -0.75 0.24
O -1.71820 -0.13942 -1.56627 0.05 0.22 0.29 -1.05
B -1.19775 -0.33498 -2.96349 0.76 -0.10 -0.48 1.56
O 0.30183 -0.01748 -2.84729 -0.01 0.16 -0.01 -0.99
C 0.29494 0.84731 -1.76459 -0.44 -0.07 0.45 -0.47
C 1.66048 1.41573 -1.40211 -0.01 0.00 0.09 -0.31
C 1.77028 2.01843 -0.00029 0.23 0.29 -0.48 -0.59
O 3.10918 1.82317 0.56045 -0.28 0.26 0.41 -0.46
C 3.23898 0.66159 1.23715 0.16 -1.05 -0.57 0.71
C 2.96328 0.69251 2.71282 -0.30 0.07 -0.03 -1.06
O 3.56876 -0.35672 0.67835 0.08 0.37 0.28 -0.48
H -4.15884 -1.12517 1.67048 -0.04 0.10 -0.56 0.58
H -0.56572 -3.09917 2.13260 -0.11 -0.13 0.00 0.34
H -0.42408 -1.61014 3.07195 0.19 -0.22 0.16 0.33
H 0.84435 -0.55186 1.47562 -0.06 0.29 -0.08 -0.36
H 1.26123 -2.18846 1.09454 0.16 0.04 0.14 0.37
H -0.84526 -2.04685 -0.56125 -0.15 -0.04 -0.03 0.49
H 0.77345 -1.61321 -1.03051 0.02 0.10 -0.20 0.34
H -0.82739 0.60516 0.17043 -0.28 0.19 -0.04 0.70
H -1.67046 0.49631 -3.74983 -0.33 -0.10 0.07 -0.39
H -1.25256 -1.49480 -3.37726 -0.31 0.01 0.03 -0.39
H -0.38780 1.67666 -2.02924 0.21 0.39 0.27 0.11
H 1.85561 2.22057 -2.10980 0.25 -0.09 -0.19 0.27
H 2.45948 0.68772 -1.51938 -0.08 -0.28 -0.03 0.11
H 1.67580 3.09922 -0.03929 -0.10 0.10 0.08 0.40
H 1.00617 1.64902 0.68025 0.07 -0.22 0.18 0.35
H 2.07174 1.28571 2.90861 0.08 0.20 0.11 0.31
H 3.81590 1.10396 3.24660 0.03 0.23 0.01 0.36
H 2.79018 -0.31791 3.06318 0.06 -0.15 -0.01 0.33
C -6.09667 1.94801 1.22814 0.20 0.06 -0.28 -0.59
O -6.40489 1.03006 2.28284 0.02 -0.04 0.03 -0.21
C -7.46050 1.36262 3.01359 0.11 -0.07 -0.05 0.76
O -8.15106 2.33736 2.86793 -0.07 0.07 0.01 -0.55
O -7.63152 0.42467 3.94895 -0.01 -0.06 0.05 -0.31
C -8.74145 0.65763 4.81288 -0.09 -0.07 0.14 -0.64
H -5.22319 1.55455 0.71638 0.00 -0.12 0.10 0.15
H -6.92509 2.01249 0.52596 -0.06 0.06 0.06 0.31
H -5.86434 2.93213 1.62964 -0.11 0.01 0.04 0.30
H -9.67196 0.67742 4.24830 0.01 0.09 -0.02 0.29
H -8.61630 1.59154 5.35799 -0.04 0.05 -0.07 0.29
H -8.76229 -0.17088 5.51518 0.09 -0.05 -0.05 0.22
C 7.49620 -0.43365 -5.12626 0.12 0.04 -0.13 -0.62
O 7.20865 -1.41362 -4.13321 0.06 -0.03 -0.03 -0.34
C 6.09078 -1.15833 -3.43308 0.03 -0.11 0.11 0.77
O 5.37877 -0.20629 -3.59245 -0.04 0.12 -0.04 -0.54
O 5.93072 -2.13157 -2.54792 0.01 -0.13 0.01 -0.35
C 4.75673 -2.00553 -1.72243 -0.15 -0.03 0.07 -0.54
H 8.41297 -0.75188 -5.61631 0.00 -0.09 0.07 0.21
H 6.69331 -0.37975 -5.85947 -0.05 0.07 0.05 0.29
H 7.64901 0.54388 -4.67164 -0.10 0.02 -0.01 0.29
H 3.85441 -2.03678 -2.33109 0.03 0.10 -0.03 0.32
H 4.78417 -1.08871 -1.14520 -0.02 0.08 -0.07 0.29
H 4.76614 -2.85513 -1.04583 0.12 -0.04 -0.06 0.26
```
Positions in Å, forces in eV/Å.